[1]
92
Properties=species:S:1:pos:R:3:mulliken_charge:R:1 method="wB97M-V/def2-TZVPD" orbital_gap_ev="7.65 / 7.74" charge=+1 multiplicity=5 e_lumo_ev="-3.636 / -3.558" max_force_ev_per_a=4.1
Cr -21.522 26.773 -18.375 1.19
C -21.901 26.178 -22.686 -0.33
C -21.140 27.067 -21.714 0.17
O -21.263 26.773 -20.355 -0.56
H -21.434 25.202 -22.778 -0.23
H -21.998 26.778 -23.589 -0.07
H -22.865 26.130 -22.170 0.40
H -21.487 28.114 -21.730 -0.32
H -20.083 27.198 -21.996 0.30
C -26.850 31.173 -24.712 -1.09
C -26.374 29.756 -24.378 0.72
O -27.153 29.017 -23.780 -0.66
N -25.176 29.311 -24.793 -0.05
C -24.722 27.934 -24.586 -1.09
H -26.408 31.528 -25.641 0.36
H -26.801 31.749 -23.794 0.21
H -27.893 30.956 -24.939 0.38
H -24.616 29.954 -25.331 0.19
H -25.566 27.361 -24.970 0.43
H -24.509 27.812 -23.526 0.15
H -23.855 27.639 -25.173 0.44
C -17.566 28.353 -17.010 -1.34
C -18.734 28.651 -17.902 0.57
O -19.744 27.928 -17.964 -0.37
N -18.674 29.783 -18.600 -0.11
C -19.718 30.201 -19.543 -0.60
H -17.831 27.807 -16.109 0.33
H -17.112 29.291 -16.682 0.41
H -16.757 27.850 -17.540 0.27
H -17.934 30.413 -18.338 0.22
H -20.471 30.718 -18.951 0.24
H -20.054 29.258 -19.966 -0.07
H -19.344 30.856 -20.321 0.52
C -24.744 29.051 -20.666 -0.35
O -24.759 29.238 -19.241 -0.30
P -23.525 29.596 -18.347 0.36
O -22.425 28.609 -18.320 0.24
O -23.079 30.993 -18.951 -0.23
C -23.872 32.159 -18.685 -0.78
O -24.134 30.001 -16.961 -0.31
C -24.285 29.012 -15.921 -0.66
H -23.922 28.401 -20.969 0.01
H -24.688 30.005 -21.190 0.29
H -25.694 28.603 -20.948 0.33
H -24.800 32.005 -18.145 0.37
H -24.065 32.599 -19.666 0.31
H -23.287 32.947 -18.210 0.28
H -25.319 28.746 -15.727 0.29
H -23.827 29.456 -15.039 0.27
H -23.703 28.113 -16.127 0.19
C -18.087 24.699 -21.486 -0.52
O -17.394 23.608 -22.065 -0.23
P -17.857 22.111 -22.157 0.92
O -18.211 21.469 -20.893 -0.76
O -19.001 22.069 -23.267 -0.13
C -20.364 22.087 -22.883 -0.52
O -16.643 21.363 -22.839 -0.38
C -16.197 21.779 -24.132 -0.25
H -19.044 24.379 -21.068 0.28
H -18.234 25.534 -22.167 0.08
H -17.458 25.032 -20.659 0.32
H -20.692 21.169 -22.392 0.35
H -20.961 22.079 -23.797 0.17
H -20.665 22.950 -22.290 0.12
H -16.575 21.041 -24.842 0.25
H -15.113 21.681 -24.199 0.32
H -16.475 22.796 -24.408 -0.14
C -17.881 23.929 -27.271 -0.78
O -18.350 25.264 -27.086 -0.34
P -18.981 25.698 -25.700 0.41
O -19.499 27.066 -25.683 -0.75
O -19.997 24.598 -25.182 0.59
C -21.051 24.296 -26.121 -0.96
O -17.752 25.462 -24.713 0.32
C -16.482 26.108 -24.911 -1.00
H -18.148 23.244 -26.465 0.24
H -16.797 23.910 -27.381 0.31
H -18.295 23.542 -28.202 0.31
H -21.660 23.503 -25.682 0.25
H -20.739 23.752 -27.015 0.32
H -21.608 25.218 -26.260 0.31
H -16.405 26.962 -24.243 0.24
H -16.333 26.435 -25.940 0.41
H -15.774 25.323 -24.656 0.25
Cl -23.163 32.105 -24.742 -0.17
C -21.617 31.255 -24.873 -0.50
C -21.641 30.146 -23.828 0.56
Cl -21.106 30.779 -22.251 -0.18
H -20.767 31.925 -24.825 0.43
H -21.606 30.738 -25.834 0.31
H -20.983 29.325 -24.117 -0.07
H -22.639 29.735 -23.699 -0.34

[2]
19
Properties=species:S:1:pos:R:3:mulliken_charge:R:1 method="wB97M-V/def2-TZVPD" orbital_gap_ev=8.77 charge=0 smiles="O=C(c1ccccc1)[Si](S)(S)Cl" relative_energy_kj_mol=0.0 e_lumo_ev=-0.611 max_force_ev_per_a=5.1
O -1.627 1.807 0.348 -0.54
C -0.698 1.050 0.482 0.48
C -0.530 -0.206 -0.187 0.70
C -1.491 -0.564 -1.161 -0.39
C -1.435 -1.832 -1.717 -0.64
C -0.384 -2.648 -1.337 -0.47
C 0.503 -2.303 -0.282 -0.73
C 0.484 -1.050 0.224 -0.23
Si 0.811 1.824 1.428 0.80
S 0.131 3.681 2.338 -0.32
S 2.387 2.374 0.044 -0.33
Cl 1.504 0.677 2.986 -0.29
H -2.182 0.201 -1.606 0.30
H -2.106 -1.947 -2.434 0.51
H -0.382 -3.553 -1.862 0.41
H 1.108 -3.011 0.215 0.43
H 0.984 -0.964 1.202 0.05
H 1.198 4.486 2.377 0.13
H 1.726 1.977 -1.056 0.15

[3]
13
Properties=species:S:1:pos:R:3:mulliken_charge:R:1 method="wB97M-V/def2-TZVPD" orbital_gap_ev=10.15 charge=0 smiles=N[C@@]1(O)CCO1 relative_energy_kj_mol=267.8 e_lumo_ev=1.030 max_force_ev_per_a=2.0
N 0.492 -1.177 1.357 -0.45
C -0.101 -0.160 0.624 0.53
O -0.039 1.016 1.336 -0.52
C 0.248 0.258 -1.143 -0.70
C -1.241 -0.005 -1.157 -0.20
O -1.356 -0.493 0.185 -0.46
H 0.623 -1.088 2.348 0.23
H 0.293 -2.116 1.087 0.19
H 0.763 1.340 0.921 0.34
H 0.845 -0.497 -1.667 0.24
H 0.528 1.260 -1.544 0.33
H -1.846 0.890 -1.281 0.23
H -1.631 -0.791 -1.802 0.23

[4]
23
Properties=species:S:1:pos:R:3:mulliken_charge:R:1 method="wB97M-V/def2-TZVPD" orbital_gap_ev=10.72 charge=0 smiles="NC(=O)C(=O)O.CC(C)C" relative_energy_kj_mol=32.1 e_lumo_ev=0.433 max_force_ev_per_a=2.7
N 2.951 0.614 0.689 -0.32
C 2.438 0.468 -0.531 0.68
O 2.456 1.257 -1.455 -0.66
C 1.801 -0.978 -0.769 0.52
O 1.931 -1.854 0.047 -0.58
O 1.523 -1.158 -2.051 -0.52
H 2.917 -0.180 1.312 0.24
H 3.340 1.490 0.997 0.23
H 1.854 -0.377 -2.550 0.38
C -2.018 -1.312 0.223 -1.52
C -1.235 -0.019 0.038 1.68
C -2.125 1.094 -0.502 -1.59
C -0.564 0.397 1.344 -1.41
H -2.496 -1.611 -0.707 0.39
H -2.794 -1.176 0.976 0.36
H -1.362 -2.115 0.553 0.37
H -0.380 -0.163 -0.703 -0.45
H -2.915 1.322 0.212 0.36
H -2.592 0.796 -1.438 0.40
H -1.549 2.001 -0.675 0.37
H 0.106 -0.391 1.683 0.28
H -1.314 0.595 2.108 0.46
H 0.027 1.301 1.199 0.32

[5]
86
Properties=species:S:1:pos:R:3:mulliken_charge:R:1 method="wB97M-V/def2-TZVPD" orbital_gap_ev="3.64 / 4.90" charge=-2 multiplicity=2 relative_energy_kj_mol=81.6 e_lumo_ev="3.964 / 3.964" max_force_ev_per_a=1.4
Pb 1.907 0.257 0.687 0.87
C 3.589 -2.204 4.324 -0.78
C 3.307 -1.203 3.392 -0.33
N 2.788 -1.469 2.200 -0.02
C 2.532 -2.733 1.853 -0.28
C 2.809 -3.832 2.724 1.03
C 3.343 -3.513 4.005 -0.68
C 2.553 -5.139 2.315 -0.88
C 2.066 -5.398 1.043 -0.76
C 1.797 -4.354 0.156 1.24
C 1.343 -4.582 -1.175 -0.92
C 1.074 -3.500 -1.984 -1.10
C 1.214 -2.216 -1.482 0.21
N 1.655 -1.970 -0.240 -0.07
C 1.977 -2.999 0.554 -0.03
H 3.991 -1.933 5.292 0.35
H 3.493 -0.163 3.622 0.42
H 3.552 -4.312 4.708 0.36
H 2.751 -5.954 3.000 0.32
H 1.876 -6.417 0.723 0.34
H 1.228 -5.600 -1.522 0.30
H 0.742 -3.627 -3.009 0.45
H 0.978 -1.350 -2.078 0.16
C 7.272 4.033 0.449 -1.13
C 7.033 2.569 0.108 -0.30
O 6.496 2.449 -1.188 -0.40
P 5.061 1.651 -1.321 0.75
S 5.286 -0.177 -0.595 -0.44
S 3.582 2.827 -0.701 -0.54
O 5.144 1.689 -2.955 -0.41
C 3.958 1.623 -3.707 -0.49
C 3.463 0.196 -3.895 -0.44
H 7.611 4.123 1.478 0.36
H 6.344 4.586 0.325 0.24
H 8.024 4.450 -0.217 0.28
H 6.354 2.121 0.846 0.28
H 7.978 2.008 0.133 0.27
H 4.195 2.077 -4.679 0.26
H 3.178 2.226 -3.219 0.30
H 4.215 -0.408 -4.401 0.33
H 2.551 0.205 -4.488 0.36
H 3.257 -0.250 -2.925 -0.17
Se -0.198 0.543 2.179 -0.91
C -6.006 2.571 -0.571 -1.84
C -5.125 2.851 0.654 1.87
C -5.088 4.376 0.836 -1.94
C -5.815 2.254 1.885 -1.97
C -3.653 2.291 0.594 2.46
O -2.992 2.867 1.702 -0.77
C -3.527 0.764 0.726 -0.84
C -4.114 -0.100 -0.389 -0.87
C -3.580 -1.499 -0.297 -0.28
C -4.001 -2.347 0.720 -0.17
C -3.534 -3.645 0.806 -0.94
C -2.629 -4.094 -0.139 0.50
Cl -2.055 -5.724 -0.061 -0.26
C -2.191 -3.271 -1.160 -0.91
C -2.662 -1.972 -1.223 0.06
C -2.973 2.813 -0.714 -2.15
N -1.794 2.104 -1.115 1.11
C -0.586 2.055 -0.546 -0.39
N 0.216 1.290 -1.259 -0.08
C -0.555 0.898 -2.286 -0.90
N -1.781 1.367 -2.242 -1.09
H -7.013 2.924 -0.348 0.52
H -6.064 1.515 -0.802 0.22
H -5.660 3.102 -1.454 0.38
H -6.092 4.735 1.060 0.49
H -4.746 4.875 -0.067 0.35
H -4.426 4.635 1.655 0.37
H -6.742 2.789 2.087 0.53
H -5.158 2.344 2.747 0.34
H -6.055 1.206 1.724 0.28
H -2.266 2.281 1.984 0.28
H -3.944 0.470 1.689 0.83
H -2.460 0.538 0.802 -0.50
H -3.852 0.323 -1.359 0.77
H -5.203 -0.153 -0.303 0.26
H -4.698 -1.986 1.462 0.37
H -3.864 -4.302 1.597 0.39
H -1.481 -3.636 -1.885 0.52
H -2.308 -1.315 -2.003 0.28
H -2.706 3.858 -0.530 0.44
H -3.646 2.753 -1.568 0.43
H -0.330 2.579 0.349 0.75
H -0.206 0.284 -3.094 0.74